[1]
{
  "formula": "CH7NO3Si",
  "method": "ωB97M-V/def2-TZVPD",
  "smiles": "N[SiH2]C(O)(O)O",
  "de_lowest_kj_mol": 113.2,
  "mol_weight_g_mol": 109.16,
  "energy_ev": -16659.4324,
  "gap_ev": 9.386,
  "symbols": ["N", "Si", "C", "O", "O", "O", "H", "H", "H", "H", "H", "H", "H"],
  "xyz": [[-2.076, 0.714, -0.272], [-1.175, -0.776, 0.049], [0.956, -0.236, 0.016], [1.018, 0.945, -0.855], [1.485, 0.046, 1.269], [1.506, -1.389, -0.530], [-2.505, 1.341, 0.362], [-1.716, 1.084, -1.094], [-1.286, -1.796, -1.075], [-1.214, -0.529, 1.488], [1.682, 1.570, -0.572], [0.806, 0.474, 1.757], [2.518, -1.448, -0.542]],
  "atomic_forces_ev_per_a": [[0.5, -3.0, 0.1], [2.4, 3.4, -0.4], [-2.9, -0.2, -1.2], [-0.3, -1.7, 0.4], [1.1, -0.6, -1.0], [2.0, 0.2, -0.1], [-0.1, 0.3, 0.5], [0.2, 1.5, -1.6], [-0.3, 0.2, 1.1], [-0.5, -1.6, 0.8], [0.6, 0.1, 0.4], [-0.9, 0.6, 0.8], [-1.9, 0.6, 0.2]],
  "mulliken_charge": [-0.47, 0.29, 0.47, -0.47, -0.52, -0.46, 0.24, 0.22, -0.05, -0.12, 0.27, 0.32, 0.28]
}

[2]
{
  "formula": "CH7NO4",
  "method": "ωB97M-V/def2-TZVPD",
  "smiles": "NC(=O)O.O.O",
  "de_lowest_kj_mol": 168.0,
  "mol_weight_g_mol": 97.07,
  "energy_ev": -10830.1406,
  "gap_ev": 10.114,
  "symbols": ["N", "C", "O", "O", "H", "H", "H", "O", "H", "H", "O", "H", "H"],
  "xyz": [[-1.143, 0.603, 1.643], [0.226, 0.695, 1.420], [1.017, 0.471, 2.325], [0.541, 0.645, 0.121], [-1.470, 0.001, 2.403], [-1.741, 1.271, 0.998], [1.368, 0.236, 0.141], [0.601, -0.384, -3.504], [0.757, 0.543, -3.089], [1.569, -0.756, -3.331], [-1.161, -1.592, -0.766], [-0.354, -1.907, -1.251], [-1.462, -0.903, -1.303]],
  "atomic_forces_ev_per_a": [[-0.8, 2.9, -2.3], [-1.2, -2.9, 2.5], [-0.1, 0.6, -1.2], [-1.7, 1.8, -0.4], [0.1, 1.1, -0.5], [1.2, -2.6, 2.2], [2.6, -0.8, -0.3], [3.8, 1.3, 1.9], [-0.8, -2.1, -1.1], [-3.1, 0.8, -0.8], [1.9, -2.4, 0.5], [-1.2, 0.4, 0.7], [-0.8, 1.8, -1.3]],
  "mulliken_charge": [-0.39, 0.61, -0.57, -0.38, 0.21, 0.25, 0.28, -0.66, 0.32, 0.33, -0.61, 0.31, 0.29]
}

[3]
{
  "formula": "CH7NOS",
  "method": "ωB97M-V/def2-TZVPD",
  "smiles": "NCO.S",
  "de_lowest_kj_mol": 4.9,
  "mol_weight_g_mol": 81.14,
  "energy_ev": -15522.9116,
  "gap_ev": 10.541,
  "symbols": ["N", "C", "O", "H", "H", "H", "H", "H", "S", "H", "H"],
  "xyz": [[1.207, 0.440, -1.047], [0.676, -0.224, 0.106], [1.596, -0.307, 1.192], [1.707, 1.265, -0.733], [1.894, -0.153, -1.500], [-0.193, 0.319, 0.472], [0.318, -1.226, -0.167], [1.859, -1.223, 1.308], [-3.630, 0.401, 0.266], [-2.499, 0.615, 0.942], [-2.934, 0.094, -0.839]],
  "atomic_forces_ev_per_a": [[0.2, -0.2, 0.0], [-0.3, -0.3, 0.1], [0.0, -0.2, 0.1], [-0.1, 0.1, -0.1], [0.0, 0.1, 0.0], [0.0, 0.2, 0.0], [0.2, 0.2, -0.1], [0.1, 0.0, 0.0], [0.1, -0.1, -0.1], [0.0, 0.0, 0.1], [-0.1, 0.0, 0.0]],
  "mulliken_charge": [-0.57, 0.00, -0.55, 0.25, 0.25, -0.05, 0.37, 0.31, -0.27, 0.12, 0.14]
}

Number 1 is which compound?
CH7NO3Si

Number 1 is which compound?
CH7NO3Si